(1)
Here is a 2-piece molecular cluster, C17H25ClFN2O3S overall at a distorted geometry from the OMol25 dataset. Energies are from the ωB97M-V functional and the def2-TZVPD basis.

Summary:
HOMO level (eV): -11.38
HOMO-LUMO gap (eV): 8.92

The geometry in ORCA input format:
```
! wB97M-V def2-TZVPD RIJCOSX def2/J DEFGRID3
* xyz 1 1
Cl -3.618 3.400 -3.331
C -2.481 3.885 -2.021
N -1.645 2.758 -1.547
C -2.488 1.614 -0.928
C -1.549 0.554 -0.413
N -0.184 1.004 -0.656
F 0.907 -1.217 0.280
C 0.144 2.203 0.071
C -0.732 3.307 -0.459
C 0.103 1.080 -2.075
C -0.745 2.173 -2.666
H -1.828 4.670 -2.423
H -3.084 4.263 -1.185
H -3.087 2.073 -0.125
H -3.171 1.261 -1.712
H -1.688 0.409 0.664
H -1.701 -0.390 -0.947
H -0.060 2.034 1.129
H 1.203 2.421 -0.083
H -0.155 4.118 -0.918
H -1.388 3.732 0.311
H 1.167 1.298 -2.198
H -0.147 0.112 -2.521
H -1.415 1.835 -3.468
H -0.141 3.015 -3.035
C 0.524 -5.514 -2.280
C 0.843 -5.109 -0.863
O 1.145 -3.713 -0.930
C 1.503 -3.260 0.283
C 2.074 -1.885 0.166
S 3.140 -1.203 1.549
C 1.873 -0.493 2.662
C 0.902 -1.281 3.293
C -0.017 -0.683 4.171
C -0.045 0.699 4.330
C 0.838 1.493 3.605
C 1.802 0.898 2.777
O 3.745 -0.011 0.867
O 1.107 -3.712 1.330
H 0.427 -6.601 -2.345
H -0.416 -5.054 -2.606
H 1.322 -5.189 -2.959
H 0.013 -5.318 -0.175
H 1.761 -5.585 -0.506
H 2.532 -1.666 -0.812
H 0.860 -2.347 3.081
H -0.694 -1.323 4.728
H -0.755 1.161 5.023
H 0.819 2.573 3.686
H 2.481 1.509 2.183
*
```

Löwdin atomic charge list, values in e, 4 entries: 0.66, -0.48, -0.26, -0.06



(2)
Here is C12H10BaBrCl3O2 as an isolated structure at a distorted geometry from the OMol25 dataset. Energies are from the ωB97M-V functional and the def2-TZVPD basis.

Summary:
HOMO level (eV): -1.03
HOMO-LUMO gap (eV): 5.47

The geometry in ORCA input format:
```
! wB97M-V def2-TZVPD RIJCOSX def2/J DEFGRID3
* xyz -2 1
C -1.159 -1.010 -2.522
C -1.245 -2.032 -1.541
C -2.061 -1.535 -0.485
H -0.679 -2.950 -1.542
C -2.468 -0.215 -0.819
C -1.880 0.112 -2.063
H -1.859 1.096 -2.531
H -0.577 -1.076 -3.432
H -2.101 -1.979 0.507
H -2.861 0.510 -0.106
Ba 0.042 -0.039 0.140
Br 1.287 -2.695 1.267
C 2.477 1.128 -0.410
C 1.622 1.879 -1.260
C 1.382 1.102 -2.417
H 1.050 2.759 -0.979
C 2.066 -0.126 -2.283
C 2.751 -0.115 -1.039
H 3.237 -0.972 -0.596
H 2.631 1.318 0.649
H 0.696 1.350 -3.221
H 2.012 -0.965 -2.957
Cl -0.695 -0.688 5.465
C -0.568 0.780 4.533
Cl -1.842 1.948 4.832
Cl 1.048 1.533 4.734
C -0.776 0.362 3.055
O -1.790 -0.227 2.560
O 0.258 0.748 2.460
*
```

Löwdin atomic charge list, values in e, 4 entries: -0.24, -0.26, -0.37, 0.07



(3)
Here is C32H41Cl3IN3O7S3Ti as an isolated structure at a distorted geometry from the OMol25 dataset. Energies are from the ωB97M-V functional and the def2-TZVPD basis.

Summary:
HOMO level (spin up / spin down) (eV): -6.07 / -7.54
⟨S²⟩: 2.01
HOMO-LUMO gap (spin up / spin down) (eV): 5.98 / 7.28

The geometry in ORCA input format:
```
! wB97M-V def2-TZVPD RIJCOSX def2/J DEFGRID3
* xyz 0 3
Ti -0.439 0.822 0.844
C -3.005 3.309 3.195
C -2.158 2.054 3.211
C -1.896 1.585 4.636
O -0.918 2.313 2.520
C -2.889 0.917 2.467
O -4.029 0.602 2.720
O -2.143 0.329 1.557
H -2.579 4.056 3.868
H -4.016 3.061 3.518
H -3.051 3.739 2.191
H -1.413 2.381 5.206
H -1.246 0.709 4.643
H -2.845 1.327 5.109
H -0.198 1.857 3.032
O 0.054 -1.134 1.290
S -0.245 -1.695 2.690
C -1.325 -3.144 2.271
C -1.365 -3.383 0.758
C -2.516 -2.617 0.097
C -2.404 -2.544 -1.430
S -1.640 -0.981 -2.038
O -1.140 -0.215 -0.848
C -3.161 -0.142 -2.435
C -3.449 0.137 -3.760
C -4.629 0.806 -4.068
C -5.501 1.176 -3.054
C -5.190 0.904 -1.722
C -4.012 0.247 -1.403
C 1.205 -2.661 3.053
C 2.173 -2.819 2.078
C 3.296 -3.585 2.372
C 3.435 -4.171 3.622
C 2.452 -3.996 4.592
C 1.330 -3.235 4.311
H -2.312 -2.890 2.663
H -0.933 -3.996 2.821
H -1.459 -4.452 0.552
H -0.423 -3.047 0.325
H -2.536 -1.608 0.507
H -3.461 -3.091 0.367
H -3.374 -2.589 -1.921
H -1.778 -3.348 -1.825
H -2.755 -0.160 -4.541
H -4.865 1.036 -5.100
H -6.429 1.681 -3.299
H -5.864 1.204 -0.928
H -3.755 0.046 -0.365
H 2.062 -2.330 1.116
H 4.066 -3.712 1.621
H 4.317 -4.755 3.851
H 2.564 -4.448 5.570
H 0.566 -3.078 5.068
Cl 3.763 2.852 2.663
C 3.154 0.454 2.560
Cl 3.627 -0.181 4.092
Cl 4.146 -0.072 1.237
C 1.762 0.713 2.344
O 0.916 0.562 3.267
O 1.345 1.184 1.175
I 1.034 3.624 -3.995
C -0.365 3.318 -2.484
C -1.674 3.712 -2.657
C -2.557 3.452 -1.631
C -2.119 2.772 -0.510
N -0.850 2.390 -0.351
C 0.029 2.685 -1.317
H -1.991 4.235 -3.551
H -3.591 3.763 -1.700
H -2.800 2.538 0.295
H 1.054 2.407 -1.132
C 2.575 -1.748 -4.152
N 3.490 -0.743 -3.635
C 4.888 -1.172 -3.729
C 3.098 0.041 -2.568
S 1.766 -0.351 -1.621
N 3.842 1.152 -2.354
C 3.807 1.891 -1.090
C 4.664 1.785 -3.378
H 2.919 -2.033 -5.149
H 1.570 -1.341 -4.216
H 2.543 -2.639 -3.515
H 4.986 -2.194 -3.349
H 5.537 -0.536 -3.138
H 5.227 -1.157 -4.767
H 3.153 1.406 -0.374
H 3.469 2.915 -1.270
H 4.807 1.934 -0.654
H 4.452 1.363 -4.356
H 5.731 1.692 -3.161
H 4.421 2.850 -3.399
*
```

Löwdin atomic charge list, values in e, 4 entries: 0.99, 0.00, -0.50, 0.01



(4)
Here is an isolated molecule of C22H24N2O from the OMol25 dataset. Energies are from the ωB97M-V functional and the def2-TZVPD basis.

Summary:
HOMO level (eV): -8.44
HOMO-LUMO gap (eV): 9.07

The geometry in ORCA input format:
```
! wB97M-V def2-TZVPD RIJCOSX def2/J DEFGRID3
* xyz 0 1
C -0.127 -6.437 -3.655
C -0.343 -5.523 -2.560
C -0.488 -4.750 -1.650
C -0.800 -3.865 -0.552
O -1.871 -3.870 0.020
N 0.231 -3.041 -0.235
C 0.118 -2.054 0.811
C 0.029 -0.588 0.327
N 1.371 -0.027 0.147
C 2.307 -0.835 -0.605
C 1.396 1.378 -0.252
C 1.480 2.312 0.929
C 0.783 3.513 0.934
C 0.880 4.375 2.013
C 1.676 4.047 3.096
C 2.381 2.854 3.095
C 2.286 1.995 2.016
C -0.718 0.252 1.399
C -1.598 1.175 0.618
C -2.266 2.302 1.049
C -3.028 3.018 0.136
C -3.117 2.608 -1.183
C -2.447 1.472 -1.617
C -1.688 0.762 -0.709
C -0.878 -0.479 -0.933
H -0.904 -6.300 -4.405
H 0.847 -6.260 -4.112
H -0.168 -7.462 -3.289
H 1.072 -3.091 -0.785
H 0.947 -2.151 1.519
H -0.812 -2.308 1.325
H 1.980 -1.065 -1.633
H 3.254 -0.300 -0.669
H 2.508 -1.766 -0.077
H 2.289 1.548 -0.863
H 0.534 1.655 -0.871
H 0.156 3.770 0.093
H 0.328 5.303 2.008
H 1.748 4.718 3.940
H 3.007 2.595 3.937
H 2.823 1.058 2.011
H -1.339 -0.393 2.025
H -0.022 0.777 2.050
H -2.189 2.627 2.077
H -3.554 3.905 0.457
H -3.712 3.177 -1.883
H -2.516 1.155 -2.648
H -1.545 -1.342 -0.988
H -0.300 -0.445 -1.859
*
```

Löwdin atomic charge list, values in e, 4 entries: -0.09, -0.06, 0.08, -0.53



(5)
Here is an isolated ion of composition C4H7N2 and charge +1 at a distorted geometry from the OMol25 dataset. Energies are from the ωB97M-V functional and the def2-TZVPD basis.

Summary:
HOMO level (eV): -15.08
HOMO-LUMO gap (eV): 10.30

The geometry in ORCA input format:
```
! wB97M-V def2-TZVPD RIJCOSX def2/J DEFGRID3
* xyz 1 1
H 2.355 -0.140 1.908
N 1.579 0.105 1.194
C 0.645 -0.606 0.881
C 0.221 -2.050 0.842
N -0.313 0.106 0.027
C -0.570 1.117 -0.464
C -1.018 2.117 -1.296
H 1.019 -2.670 1.229
H -0.001 -2.345 -0.164
H -0.671 -1.956 1.391
H -1.445 3.016 -0.919
H 0.088 2.318 -1.710
H -1.549 1.960 -2.275
*
```

Löwdin atomic charge list, values in e, 4 entries: 0.16, 0.21, -0.40, 0.02



(6)
Here is C23H49AsNOReSSi3 as an isolated structure from the OMol25 dataset. Energies are from the ωB97M-V functional and the def2-TZVPD basis.

Summary:
HOMO level (spin up / spin down) (eV): -6.76 / -6.76
HOMO-LUMO gap (spin up / spin down) (eV): 6.58 / 6.59

The geometry in ORCA input format:
```
! wB97M-V def2-TZVPD RIJCOSX def2/J DEFGRID3
* xyz 0 1
Re -0.325 0.121 0.579
O 0.797 1.543 1.423
N 2.099 1.668 1.035
C 2.763 2.717 1.573
C 4.076 2.910 1.278
C 4.715 1.996 0.414
C 4.012 0.953 -0.115
C 2.647 0.777 0.194
S 1.647 -0.468 -0.436
H 2.165 3.339 2.221
H 4.598 3.749 1.710
H 5.759 2.126 0.164
H 4.469 0.243 -0.788
C -0.817 -5.279 1.820
Si 0.166 -3.799 1.224
C 0.568 -3.971 -0.595
C 1.760 -3.697 2.199
As -1.265 -1.947 1.408
Si -0.964 -1.015 3.572
C -1.913 0.606 3.596
C -1.740 -2.141 4.857
C 0.816 -0.693 4.060
H -0.230 -6.195 1.779
H -1.709 -5.418 1.208
H -1.147 -5.135 2.849
H 1.040 -4.939 -0.776
H 1.256 -3.192 -0.918
H -0.323 -3.907 -1.216
H 2.330 -4.604 1.981
H 1.597 -3.661 3.273
H 2.361 -2.837 1.909
H -2.967 0.442 3.382
H -1.532 1.339 2.874
H -1.835 1.063 4.585
H -2.719 -2.485 4.531
H -1.863 -1.602 5.796
H -1.126 -3.017 5.057
H 1.346 -0.103 3.315
H 1.367 -1.615 4.222
H 0.816 -0.133 4.997
C -4.817 1.272 -1.595
C -3.835 0.416 -0.780
C -4.154 0.668 0.700
C -4.185 -1.047 -1.080
Si -1.980 0.814 -1.201
C -1.773 2.750 -1.331
C -2.437 3.444 -0.135
C -0.296 3.180 -1.292
C -2.380 3.338 -2.611
C -1.542 -0.005 -2.904
C -0.278 0.610 -3.519
C -1.251 -1.501 -2.711
C -2.654 0.118 -3.956
H -5.836 0.951 -1.361
H -4.684 1.170 -2.674
H -4.753 2.330 -1.348
H -5.154 0.280 0.919
H -4.157 1.728 0.948
H -3.468 0.161 1.375
H -5.202 -1.241 -0.728
H -3.527 -1.757 -0.573
H -4.167 -1.267 -2.146
H -2.148 2.996 0.818
H -3.524 3.439 -0.192
H -2.121 4.491 -0.107
H 0.117 3.071 -0.291
H -0.232 4.239 -1.556
H 0.343 2.635 -1.983
H -3.424 3.061 -2.759
H -1.829 3.043 -3.502
H -2.335 4.430 -2.557
H 0.573 0.577 -2.842
H -0.424 1.640 -3.839
H -0.008 0.032 -4.407
H -0.488 -1.678 -1.950
H -0.882 -1.919 -3.652
H -2.136 -2.069 -2.430
H -2.925 1.153 -4.168
H -3.561 -0.414 -3.672
H -2.305 -0.325 -4.893
*
```

Löwdin atomic charge list, values in e, 4 entries: 0.52, -0.35, -0.18, -0.02



Total energy for every record listed, in sequence, given in eV: -53223.760; -125007.693; -153943.114; -28230.072; -7232.091; -125621.045.
Molecular weight for every record listed, in sequence, given in g/mol: 391.916; 509.801; 957.025; 332.447; 83.114; 733.105.
Relative energy (zero: lowest compared OMol25 entry of this formula, charge and spin) for every record listed, in sequence, given in eV: 0.150; 0.660; 1.134; 2.403; 3.648; 0.352.